No. 1
Molecular formula: C6H8
Method: DFT, the ωB97M-V functional and the def2-TZVPD basis

Kohn-Sham gap = 7.715 eV
highest occupied orbital energy = -8.212 eV
E_LUMO = -0.497 eV
ΔE to the lowest compared entry with this formula, charge and spin = 135.9 kcal/mol

Geometry (Å):
1 C 3.275251 -0.927620 -0.425893
2 C 2.268195 -0.737923 0.229740
3 C 1.177656 -0.674724 1.100804
4 C -0.508363 0.181489 -0.363746
5 C -1.516181 1.093865 0.251938
6 C -1.967564 -0.128506 -0.493961
7 H 4.164355 -1.109833 -0.988220
8 H -0.044907 -0.611770 0.317501
9 H 1.090792 0.289402 1.612275
10 H 0.076999 0.486827 -1.223227
11 H -1.669238 2.067043 -0.205429
12 H -1.617965 1.088471 1.333791
13 H -2.351103 -0.957303 0.093241
14 H -2.421536 -0.022554 -1.473114

Atoms 1-3, force components in eV/Å:
-0.214 0.043 0.105
0.128 0.010 0.011
0.208 0.054 0.026

Results of the Löwdin charge analysis, in e, for atoms 1 through 5: 0.120, -0.272, 0.026, -0.194, -0.144

=====

No. 2
Molecular formula: C6H8
Method: DFT, the ωB97M-V functional and the def2-TZVPD basis

Kohn-Sham gap = 8.538 eV
highest occupied orbital energy = -9.589 eV
E_LUMO = -1.051 eV
ΔE to the lowest compared entry with this formula, charge and spin = 85.0 kcal/mol

Geometry (Å):
1 C -0.845159 -0.014292 1.555393
2 C -1.389231 -0.276607 2.665378
3 C -0.154023 0.408912 0.491973
4 C -0.577446 1.858639 -0.136079
5 C 0.342546 -1.677248 -0.707621
6 C 0.923200 -0.368166 -0.159540
7 H -1.422631 2.247701 0.413761
8 H -0.824936 1.697473 -1.179013
9 H 0.277811 2.520001 -0.057346
10 H -0.083098 -2.262486 0.104050
11 H 1.119739 -2.260447 -1.194858
12 H -0.443882 -1.466758 -1.429863
13 H 1.395490 0.207029 -0.957492
14 H 1.681620 -0.613751 0.591258

Atoms 1-3, force components in eV/Å:
0.533 0.111 -0.454
-0.209 -0.141 0.279
-1.305 2.727 -0.461

Results of the Löwdin charge analysis, in e, for atoms 1 through 5: -0.229, 0.081, -0.229, 0.000, -0.086

=====

No. 3
Molecular formula: C6H8
Method: DFT, the ωB97M-V functional and the def2-TZVPD basis

Kohn-Sham gap = 10.064 eV
SMILES = C=C=C1C[C@H]1C
highest occupied orbital energy = -8.946 eV
E_LUMO = 1.118 eV
ΔE to the lowest compared entry with this formula, charge and spin = 68.7 kcal/mol

Geometry (Å):
1 C 2.864979 0.326373 0.382517
2 C 1.566042 0.105050 0.466906
3 C 0.351628 -0.220761 0.333019
4 C -0.865485 -0.499636 1.134151
5 C -0.898288 -0.622926 -0.375014
6 C -1.619881 0.392034 -1.195674
7 H 3.417374 1.366588 0.374842
8 H 3.641562 -0.461140 0.409075
9 H -1.029205 -1.327778 1.813701
10 H -1.300043 0.377393 1.484319
11 H -0.874861 -1.744216 -0.564966
12 H -1.111834 1.360291 -1.182628
13 H -2.615809 0.656808 -0.892047
14 H -1.526181 0.291920 -2.188202

Atoms 1-3, force components in eV/Å:
1.472 1.655 0.426
2.681 0.397 -1.125
-1.664 -1.139 0.959

Results of the Löwdin charge analysis, in e, for atoms 1 through 5: -0.024, -0.070, -0.210, -0.073, -0.250

=====

No. 4
Molecular formula: C6H8
Method: DFT, the ωB97M-V functional and the def2-TZVPD basis

Kohn-Sham gap = 8.827 eV
SMILES = C/C=C1C=C/1C
highest occupied orbital energy = -7.800 eV
E_LUMO = 1.027 eV
ΔE to the lowest compared entry with this formula, charge and spin = 68.9 kcal/mol

Geometry (Å):
1 C -2.237964 0.351811 0.025454
2 C -1.295905 -0.734483 -0.089140
3 C -0.028344 -0.753014 0.063512
4 C 1.307518 -1.492777 -0.040174
5 C 1.277800 -0.206368 -0.005785
6 C 2.069638 1.002802 0.008332
7 H -1.783104 1.349086 -0.111986
8 H -2.744597 0.201188 1.031609
9 H -3.101518 0.380763 -0.610896
10 H -1.806533 -1.731778 0.012533
11 H 1.716263 -2.458411 -0.103747
12 H 3.178843 0.852026 0.026361
13 H 1.699253 1.666585 0.758749
14 H 1.748651 1.572575 -0.964820

Atoms 1-3, force components in eV/Å:
-1.147 1.847 1.696
-3.026 -2.980 0.142
4.319 -0.950 -0.860

Results of the Löwdin charge analysis, in e, for atoms 1 through 5: -0.140, -0.219, -0.171, 0.131, -0.272

=====

No. 5
Molecular formula: C6H8AuO5
Method: DFT, the ωB97M-V functional and the def2-TZVPD basis

Kohn-Sham gap (alpha / beta) = 4.994 / 5.623 eV
highest occupied orbital energy (alpha / beta) = -15.048 / -19.066 eV
E_LUMO (alpha / beta) = -10.054 / -13.444 eV
ΔE to the lowest compared entry with this formula, charge and spin = 0.0 kcal/mol
spin multiplicity = 4
charge = +2

Geometry (Å):
1 Au 1.035162 2.383437 -0.489943
2 O -0.567428 1.784555 -0.559927
3 O -2.215321 1.700943 0.895699
4 C -2.756201 0.773788 1.853572
5 C -2.074190 -0.549121 1.476355
6 O -1.204292 -0.167606 0.396451
7 C -1.252469 1.126988 0.215701
8 H -2.484200 1.123277 2.854996
9 H -3.843126 0.757913 1.735215
10 H -2.765939 -1.311225 1.106659
11 H -1.452918 -0.953076 2.282309
12 O 1.760933 0.534927 -0.632150
13 C 1.846913 -0.215810 -1.890935
14 C 2.512527 -1.500165 -1.429018
15 O 2.602207 -1.312869 0.018283
16 C 2.135381 -0.184240 0.422846
17 H 0.828490 -0.344725 -2.267406
18 H 2.447226 0.385883 -2.578796
19 H 3.531505 -1.633897 -1.804349
20 H 1.915731 -2.398982 -1.605554

Atoms 1-3, force components in eV/Å:
10.975 8.962 0.699
-11.155 -4.212 -1.530
1.118 0.254 -0.447

Results of the Löwdin charge analysis, in e, for atoms 1 through 5: 1.156, -0.179, 0.146, -0.027, -0.034

=====

No. 6
Molecular formula: C6H8BN2O6S2
Method: DFT, the ωB97M-V functional and the def2-TZVPD basis

Kohn-Sham gap = 9.222 eV
highest occupied orbital energy = -6.158 eV
E_LUMO = 3.064 eV
charge = -1

Geometry (Å):
1 C -0.206153 1.248190 2.447014
2 O -1.353050 0.440389 2.688841
3 B -1.200283 -0.841014 2.205878
4 O -0.652851 -1.793934 3.015127
5 S -1.797648 -1.285097 0.473616
6 O -3.026898 -2.021828 0.708765
7 O -2.078385 -0.073483 -0.274411
8 N -0.774129 -2.313329 -0.255338
9 S 0.714655 -1.766164 -0.435606
10 O 1.407915 -2.669350 -1.317881
11 O 1.450644 -1.612828 0.813496
12 C 0.716488 -0.214494 -1.321864
13 C 0.270286 -0.125486 -2.626239
14 C 0.278731 1.114162 -3.205994
15 N 0.663694 2.259424 -2.667040
16 C 1.108001 2.161974 -1.420916
17 C 1.130078 0.957556 -0.761284
18 H 0.658527 0.596818 2.259992
19 H -0.364699 1.901708 1.584701
20 H 0.044324 1.876846 3.306442
21 H 0.266279 -1.990344 2.783923
22 H -0.091503 -1.006031 -3.139093
23 H -0.095632 1.169562 -4.229175
24 H 1.430561 3.052735 -0.890475
25 H 1.501047 0.934018 0.257519

Atoms 1-3, force components in eV/Å:
0.370 -0.008 -0.082
-0.281 0.020 -0.292
0.447 0.158 0.829

Results of the Löwdin charge analysis, in e, for atoms 1 through 5: -0.072, 0.015, -0.675, 0.154, 0.553

=====

No. 7
Molecular formula: C6H8BNO3
Method: DFT, the ωB97M-V functional and the def2-TZVPD basis

Kohn-Sham gap (alpha / beta) = 8.082 / 7.427 eV
highest occupied orbital energy (alpha / beta) = -7.450 / -8.459 eV
E_LUMO (alpha / beta) = 0.632 / -1.031 eV
spin multiplicity = 3

Geometry (Å):
1 B -1.097046 1.751163 0.865556
2 C -1.355822 -1.557393 -0.585509
3 C -2.274695 -0.558843 -0.065265
4 C -0.023158 -1.579190 -0.709286
5 C -1.994226 0.608448 0.451454
6 C 0.882184 0.533148 0.149734
7 C 2.341899 -1.157217 -0.675539
8 N 0.987767 -0.662932 -0.378105
9 O 1.670263 1.375570 0.460323
10 O -0.948852 2.807214 -0.017903
11 O -0.738732 1.856414 2.200216
12 H -1.850694 -2.449823 -0.943376
13 H -3.319527 -0.860650 -0.122112
14 H 0.410945 -2.470806 -1.145380
15 H 2.451740 -1.327353 -1.746735
16 H 3.069184 -0.420979 -0.344703
17 H 2.507319 -2.090618 -0.140858
18 H -0.430654 3.530881 0.332600
19 H -0.287895 2.672966 2.414888

Atoms 1-3, force components in eV/Å:
-0.257 1.332 0.651
0.465 -0.101 -0.125
-0.256 0.495 0.305

Results of the Löwdin charge analysis, in e, for atoms 1 through 5: -0.784, -0.084, -0.129, -0.081, 0.210

=====

No. 8
Molecular formula: C6H8Br6O2
Method: DFT, the ωB97M-V functional and the def2-TZVPD basis

Kohn-Sham gap = 9.596 eV
highest occupied orbital energy = -10.225 eV
E_LUMO = -0.629 eV
ΔE to the lowest compared entry with this formula, charge and spin = 14.5 kcal/mol

Geometry (Å):
1 O 10.396176 22.295562 -9.970109
2 C 11.219736 21.936024 -9.138655
3 O 11.595041 22.837212 -8.213756
4 C 12.303810 22.276774 -7.172079
5 C 12.172073 20.723392 -7.311967
6 C 11.960395 20.594889 -8.791246
7 H 11.905535 22.559900 -6.197750
8 H 13.366134 22.476920 -7.311721
9 H 11.444432 20.242746 -6.658050
10 H 13.154816 20.296973 -7.110786
11 H 11.332420 19.763805 -9.112230
12 H 12.820062 20.602655 -9.461328
13 C 11.426968 12.892776 -13.583164
14 Br 10.946187 13.134854 -15.505867
15 Br 9.912887 12.164491 -12.636364
16 Br 12.044816 14.545867 -12.721548
17 H 12.265017 12.195891 -13.572201
18 C 17.802037 9.549432 -14.828016
19 Br 17.509717 10.879042 -13.400690
20 Br 19.723393 9.518033 -15.479744
21 Br 16.531019 9.901604 -16.326206
22 H 17.752398 8.557479 -14.378941

Atoms 1-3, force components in eV/Å:
1.908 -1.583 1.055
-1.779 0.554 -1.026
-0.664 0.942 -0.267

Results of the Löwdin charge analysis, in e, for atoms 1 through 5: 0.096, -0.428, 0.020, -0.180, -0.152

=====

No. 9
Molecular formula: C6H8BrF
Method: DFT, the ωB97M-V functional and the def2-TZVPD basis

Kohn-Sham gap = 9.947 eV
SMILES = C=C/C=C\F.C=CBr
highest occupied orbital energy = -9.057 eV
E_LUMO = 0.890 eV
ΔE to the lowest compared entry with this formula, charge and spin = 6.6 kcal/mol

Geometry (Å):
1 C -2.920673 -1.660301 1.347395
2 C -2.828181 -1.927305 0.046574
3 C -1.696915 -1.597678 -0.857110
4 C -0.999252 -0.487299 -0.974119
5 F -1.271374 0.660723 -0.340501
6 H -3.971219 -1.993941 1.753973
7 H -2.210665 -1.121159 1.997115
8 H -3.626346 -2.544162 -0.398952
9 H -1.514435 -2.455066 -1.640967
10 H -0.154897 -0.458887 -1.671098
11 C 2.052959 2.005968 0.920444
12 C 2.104330 1.430991 -0.235555
13 Br 2.734366 -0.399649 -0.399876
14 H 2.456983 1.778241 1.995570
15 H 1.652669 3.036921 0.848238
16 H 1.782988 1.693599 -1.190100

Atoms 1-3, force components in eV/Å:
-2.612 -0.472 0.602
0.572 0.111 -0.257
-0.900 -2.435 -1.034

Results of the Löwdin charge analysis, in e, for atoms 1 through 5: -0.011, -0.215, -0.116, -0.197, 0.021

=====

No. 10
Molecular formula: C6H8BrIN
Method: DFT, the ωB97M-V functional and the def2-TZVPD basis

Kohn-Sham gap (alpha / beta) = 8.171 / 7.800 eV
highest occupied orbital energy (alpha / beta) = -11.739 / -12.841 eV
E_LUMO (alpha / beta) = -3.568 / -5.041 eV
ΔE to the lowest compared entry with this formula, charge and spin = 71.5 kcal/mol
spin multiplicity = 3
charge = +1

Geometry (Å):
1 C -0.130037 0.735982 1.513664
2 C 1.303789 0.497391 1.411856
3 C -1.043180 0.500042 0.628284
4 C 2.053577 -0.243866 0.672476
5 C -1.021077 -1.583811 -0.493679
6 C 0.098172 0.317005 -1.537256
7 N -1.033487 -0.061651 -0.715079
8 Br -2.639034 -2.263745 0.012557
9 I 3.857477 -0.672262 -0.208499
10 H -0.452743 1.215197 2.461164
11 H 1.842333 1.123596 2.031216
12 H -2.062536 0.904948 0.854803
13 H 0.009436 -1.964229 -0.347119
14 H -0.098630 0.255448 -2.593618
15 H 0.438917 1.331692 -1.157920
16 H 0.952413 -0.318570 -1.546244
17 H -2.075390 0.226833 -0.986599

Atoms 1-3, force components in eV/Å:
1.722 -0.240 1.327
-0.363 0.264 0.196
-3.603 1.628 0.175

Results of the Löwdin charge analysis, in e, for atoms 1 through 5: -0.059, -0.240, -0.150, -0.622, -0.521

=====

No. 11
Molecular formula: C6H8BrNO2
Method: DFT, the ωB97M-V functional and the def2-TZVPD basis

Kohn-Sham gap = 10.320 eV
SMILES = C[C@H]1C=CC(=O)NC1=O.Br
highest occupied orbital energy = -10.418 eV
E_LUMO = -0.098 eV
ΔE to the lowest compared entry with this formula, charge and spin = 3.2 kcal/mol

Geometry (Å):
1 C 0.161690 -0.916670 1.933906
2 C 0.303590 0.326273 1.185088
3 C 1.471927 0.298804 0.172159
4 C 1.415744 0.538201 -1.122249
5 C 0.130381 0.899014 -1.723578
6 O -0.112800 1.022484 -2.932894
7 N -0.982045 0.906981 -0.872452
8 C -1.038026 0.725432 0.481902
9 O -2.078821 0.715542 1.148971
10 H 0.219431 -1.719343 1.165274
11 H -0.830378 -0.799415 2.329845
12 H 1.029675 -1.083100 2.676313
13 H 0.467285 1.160215 1.965784
14 H 2.380182 -0.112645 0.437862
15 H 2.221255 0.610185 -1.841754
16 H -1.838967 0.981757 -1.325710
17 Br -1.534198 -2.286553 -1.380611
18 H -1.385924 -1.267160 -2.297857

Atoms 1-3, force components in eV/Å:
1.402 -2.019 0.172
1.144 3.817 -1.498
-1.659 -0.019 0.422

Results of the Löwdin charge analysis, in e, for atoms 1 through 5: -0.084, -0.284, -0.005, 0.002, -0.441

=====

No. 12
Molecular formula: C6H8ClN
Method: DFT, the ωB97M-V functional and the def2-TZVPD basis

Kohn-Sham gap = 8.910 eV
SMILES = C=C/C=N\C=C(/C)Cl
highest occupied orbital energy = -8.240 eV
E_LUMO = 0.670 eV
ΔE to the lowest compared entry with this formula, charge and spin = 67.8 kcal/mol

Geometry (Å):
1 C 0.697914 1.229835 -0.818612
2 C 1.458480 0.195966 -1.090852
3 C 1.623397 -1.019701 -0.300767
4 N 0.681236 -1.749644 0.220920
5 C -0.558826 -1.395795 -0.131160
6 C -1.148562 -0.172909 0.202408
7 C -1.005444 0.589993 1.556176
8 Cl -2.686242 0.074559 -0.450796
9 H 0.490476 1.770211 0.095592
10 H 0.307862 1.807556 -1.717282
11 H 1.600430 0.163637 -2.192736
12 H 2.540007 -1.622089 -0.153834
13 H -1.103204 -2.190232 -0.687101
14 H -1.271774 1.653416 1.368843
15 H 0.093997 0.579042 1.914458
16 H -1.719746 0.086156 2.184746

Atoms 1-3, force components in eV/Å:
-1.138 2.864 -1.268
0.250 -1.138 -1.451
1.446 -1.575 1.281

Results of the Löwdin charge analysis, in e, for atoms 1 through 5: -0.020, -0.169, -0.141, 0.053, -0.246